Density functional theory data (ωB97M-V/def2-TZVPD) for an isolated molecule of C30H48O3.

Calculated values
Kohn-Sham gap: 9.91 eV
SMILES: CCCCCCCCCCC(=O)O[C@H]1CC[C@H]2[C@@H]3CCC4=CC(=O)CC[C@]4(C)[C@H]3CC[C@]12C
energy relative to the best compared isomer or geometry (same formula, charge and spin): 5.9 kJ/mol
highest occupied orbital energy: -9.314 eV

```
81
Properties=species:S:1:pos:R:3:nbo_charge:R:1
C 4.22 3.72 -6.15 -0.598
C 5.16 2.92 -5.27 -0.397
C 5.79 3.79 -4.18 -0.395
C 6.87 3.07 -3.37 -0.383
C 6.38 1.84 -2.60 -0.400
C 5.32 2.17 -1.55 -0.395
C 5.01 1.00 -0.62 -0.383
C 4.32 -0.16 -1.33 -0.406
C 3.97 -1.29 -0.36 -0.374
C 3.22 -2.43 -1.05 -0.496
C 1.83 -1.98 -1.43 0.808
O 1.54 -1.44 -2.47 -0.605
O 0.97 -2.22 -0.45 -0.518
C -0.37 -1.79 -0.63 0.100
H -0.34 -0.82 -1.16 0.205
C -1.22 -2.80 -1.44 -0.427
H -1.26 -2.50 -2.49 0.226
H -0.74 -3.78 -1.40 0.215
C -2.61 -2.82 -0.79 -0.415
H -3.40 -2.70 -1.53 0.215
H -2.78 -3.76 -0.26 0.202
C -2.57 -1.65 0.19 -0.191
C -3.59 -1.59 1.33 -0.220
C -5.01 -1.62 0.78 -0.380
C -6.01 -1.52 1.93 -0.440
C -5.78 -0.30 2.76 0.152
C -6.79 0.53 3.05 -0.342
C -6.71 1.67 3.95 0.553
O -7.64 2.43 4.14 -0.541
C -5.39 1.79 4.68 -0.506
C -4.23 1.36 3.79 -0.379
H -3.30 1.47 4.35 0.211
H -4.19 2.04 2.93 0.207
C -4.37 -0.08 3.27 -0.091
C -4.15 -1.07 4.43 -0.619
H -4.02 -2.08 4.06 0.211
H -3.26 -0.80 5.00 0.216
H -5.00 -1.07 5.10 0.219
C -3.35 -0.29 2.11 -0.191
C -1.90 -0.18 2.59 -0.398
H -1.70 -0.94 3.34 0.199
H -1.74 0.79 3.05 0.213
C -0.88 -0.34 1.45 -0.387
C -1.12 -1.65 0.71 -0.042
C -0.76 -2.84 1.59 -0.629
H 0.28 -2.77 1.88 0.226
H -1.37 -2.88 2.49 0.207
H -0.89 -3.78 1.05 0.212
H 0.13 -0.30 1.86 0.210
H -0.99 0.50 0.75 0.200
H -3.53 0.53 1.40 0.202
H -5.26 2.82 5.02 0.234
H -5.45 1.16 5.57 0.223
H -7.78 0.34 2.64 0.219
H -7.03 -1.52 1.55 0.218
H -5.90 -2.40 2.57 0.213
H -5.19 -2.54 0.23 0.212
H -5.16 -0.78 0.10 0.199
H -3.45 -2.46 1.98 0.200
H -2.69 -0.73 -0.40 0.199
H 3.75 -2.74 -1.95 0.225
H 3.13 -3.28 -0.37 0.227
H 4.89 -1.69 0.07 0.205
H 3.36 -0.90 0.46 0.200
H 3.41 0.20 -1.81 0.211
H 4.97 -0.56 -2.11 0.197
H 5.94 0.64 -0.17 0.191
H 4.37 1.35 0.19 0.197
H 4.40 2.48 -2.05 0.196
H 5.67 3.01 -0.95 0.199
H 6.00 1.10 -3.30 0.198
H 7.24 1.39 -2.09 0.198
H 7.30 3.78 -2.66 0.196
H 7.67 2.76 -4.05 0.197
H 6.25 4.66 -4.66 0.199
H 5.01 4.16 -3.51 0.194
H 4.61 2.10 -4.81 0.196
H 5.95 2.48 -5.88 0.193
H 3.42 4.16 -5.56 0.200
H 4.75 4.53 -6.65 0.199
H 3.77 3.09 -6.91 0.208
```

***

Density functional theory data (ωB97M-V/def2-TZVPD) for a structure of composition C15H31NO2P2Ti.

Calculated values
2S+1: 3
Kohn-Sham gap (spin up / spin down): 6.92 / 7.58 eV
highest occupied orbital energy (spin up / spin down): -6.986 / -8.135 eV

```
52
Properties=species:S:1:pos:R:3:nbo_charge:R:1
P 0.15 -1.41 -2.41 0.795
P 0.13 1.62 -2.32 0.789
C -0.19 -0.55 -4.05 -0.697
C 0.35 0.87 -4.02 -0.697
H -1.28 -0.56 -4.21 0.220
H 0.27 -1.14 -4.85 0.217
H 1.42 0.88 -4.26 0.220
H -0.17 1.50 -4.75 0.217
C -1.48 2.43 -2.73 -0.933
H -1.72 3.17 -1.96 0.232
H -2.29 1.68 -2.77 0.230
H -1.39 2.92 -3.70 0.213
C 1.20 3.08 -2.66 -0.938
H 0.89 3.54 -3.60 0.214
H 2.25 2.75 -2.73 0.229
H 1.11 3.79 -1.83 0.231
C -0.94 -2.86 -2.77 -0.938
H -0.78 -3.63 -2.01 0.230
H -0.69 -3.25 -3.77 0.213
H -1.99 -2.54 -2.74 0.229
C 1.72 -2.18 -2.98 -0.932
H 2.52 -1.43 -3.04 0.229
H 1.56 -2.61 -3.98 0.213
H 2.02 -2.96 -2.28 0.231
Ti 0.15 0.06 4.01 1.232
C 0.73 1.50 2.35 -0.320
C -0.67 1.41 2.35 -0.310
C -1.50 0.70 1.31 -0.437
C -1.85 -0.77 1.62 -0.444
C -0.82 -1.47 2.45 -0.253
C 0.54 -1.49 2.19 -0.293
C 1.23 -0.72 1.11 -0.462
C 1.64 0.74 1.42 -0.438
C 0.27 -1.67 5.22 -1.143
H 1.19 2.36 2.84 0.245
H -1.23 2.16 2.93 0.233
H -1.01 0.76 0.32 0.227
H -2.45 1.25 1.23 0.222
H -2.80 -0.79 2.19 0.214
H -2.05 -1.28 0.66 0.222
H -1.23 -2.23 3.13 0.244
H 1.13 -2.29 2.65 0.239
H 0.63 -0.70 0.19 0.242
H 2.16 -1.26 0.85 0.221
H 2.66 0.74 1.87 0.211
H 1.75 1.28 0.46 0.235
H 1.07 -1.43 5.96 0.217
H 0.47 -2.66 4.76 0.201
H -0.71 -1.70 5.76 0.215
O -1.59 1.85 5.97 -0.262
N -0.92 1.19 5.24 0.287
O 0.54 1.37 5.37 -0.565
```

***

no.,M (g/mol)
1,456.71
2,367.23